Record 1
Molecular formula: F2H12O6Pb
Method: DFT, ωB97M-V with the def2-TZVPD basis set

Geometry as XYZ:
```
21
Properties=species:S:1:pos:R:3:forces:R:3:nbo_charge:R:1
Pb 0.012175 0.387963 0.169769 0.423 1.521 1.423 1.52
F 2.364966 3.816982 0.633088 -0.582 -0.898 -0.379 -0.76
F -0.327124 1.831031 3.979454 -0.130 -0.620 -1.039 -0.78
O -1.107109 -2.506093 -2.327118 0.106 0.319 0.279 -0.96
H -1.789884 -3.170253 -2.232583 -0.213 -0.151 0.072 0.48
H -0.623650 -2.768736 -3.110395 0.172 -0.020 -0.222 0.48
O -2.886695 -1.515518 2.094258 0.242 0.131 -0.413 -0.95
H -2.988894 -1.628383 3.039266 0.092 0.163 0.351 0.49
H -3.332984 -2.271438 1.712630 -0.147 -0.179 -0.104 0.47
O 2.291286 -2.309609 2.795537 -0.189 0.027 -0.377 -0.95
H 2.112263 -2.604861 3.688289 -0.129 0.055 0.276 0.48
H 3.201270 -2.561018 2.637567 0.238 -0.003 -0.027 0.47
O -0.181535 2.374306 -3.526527 -0.078 -0.337 0.253 -0.95
H 0.214905 2.329456 -4.396626 0.159 -0.033 -0.184 0.48
H -0.677884 3.192752 -3.530858 -0.090 0.260 0.085 0.48
O 3.912990 -0.624531 -1.047460 -0.434 -0.086 0.052 -0.95
H 4.492356 -1.278262 -0.656031 0.141 -0.127 0.160 0.47
H 4.382965 -0.321862 -1.824465 0.100 0.219 -0.176 0.48
O -2.986711 2.884347 0.420514 0.136 -0.439 -0.388 -0.96
H -3.350060 2.968500 1.302067 0.022 -0.062 0.381 0.49
H -2.732647 3.775227 0.179622 0.163 0.261 -0.022 0.48
```
Forces are in eV/Å.

Results
Calculated total energy ... -23154.12037 eV
Relative energy (zero: lowest compared OMol25 entry of this formula, charge and spin) ... 9.2166 eV
Kohn-Sham gap ... 0.15823 Ha
Total charge ... 0
LUMO level ... -0.1237 Eh

***

Record 2
Molecular formula: F2H4SSi2
Method: DFT, ωB97M-V with the def2-TZVPD basis set

Geometry as XYZ:
```
9
Properties=species:S:1:pos:R:3:forces:R:3:nbo_charge:R:1
F -1.311554 0.559395 -0.544612 -0.072 -0.708 0.482 -0.67
Si -0.350775 0.162301 -1.767670 1.174 -0.440 1.464 1.77
F 0.546015 1.483088 -1.720516 0.093 -0.119 -0.916 -0.65
H -1.344338 -0.083565 -2.783920 0.116 0.134 -0.790 -0.24
H 0.671424 -0.997387 -1.508730 -1.241 1.071 -0.205 -0.22
Si 0.383271 -0.148857 2.103028 0.148 -3.164 0.531 0.94
S 1.654938 -1.716167 2.011135 -1.320 1.578 0.142 -0.62
H -1.046410 -0.339796 2.692588 1.208 0.562 -0.515 -0.15
H 0.797431 1.080989 1.518697 -0.106 1.087 -0.194 -0.18
```
Forces are in eV/Å.

Results
Calculated total energy ... -32092.49813 eV
Relative energy (zero: lowest compared OMol25 entry of this formula, charge and spin) ... 2.0945 eV
Kohn-Sham gap ... 0.30333 Ha
Total charge ... 0
Structure (SMILES) ... F[SiH2]F.[SiH2]=S
LUMO level ... -0.0290 Eh

***

Record 3
Molecular formula: F2HNOS
Method: DFT, ωB97M-V with the def2-TZVPD basis set

Geometry as XYZ:
```
6
Properties=species:S:1:pos:R:3:forces:R:3:nbo_charge:R:1
N 0.337710 -0.107710 -0.387052 -0.395 -0.023 -0.669 -0.70
O 2.343629 0.401831 0.620348 -2.304 -0.465 -0.470 -0.38
F -1.944815 1.047721 0.268267 0.763 -1.006 -1.098 -0.49
F -2.055079 -1.239459 0.358431 0.874 0.482 -0.697 -0.50
S -1.174278 -0.186134 -0.572953 0.995 1.019 2.972 1.62
H 2.492835 0.083749 -0.287042 0.066 -0.008 -0.038 0.45
```
Forces are in eV/Å.

Results
Calculated total energy ... -19816.92635 eV
Relative energy (zero: lowest compared OMol25 entry of this formula, charge and spin) ... 5.4795 eV
Kohn-Sham gap (alpha / beta) ... 0.23417 / 0.23301 Ha
Total charge ... 0
LUMO level (alpha / beta) ... -0.1616 / -0.1621 Eh

***

Record 4
Molecular formula: F2K2NO4S2
Method: DFT, ωB97M-V with the def2-TZVPD basis set

Geometry as XYZ:
```
11
Properties=species:S:1:pos:R:3:forces:R:3:nbo_charge:R:1
K -0.652569 -2.770804 -0.750517 -0.574 -0.479 -0.749 0.99
K 1.509233 -1.670318 1.966711 0.430 0.370 0.683 0.99
N 0.035657 -0.511707 0.158323 1.001 2.008 -2.642 -1.32
S 0.583719 0.477013 -1.190389 1.856 -0.303 -1.360 2.40
O 1.761583 1.255404 -0.977224 -1.025 -0.755 0.536 -0.84
O -0.437130 0.961485 -2.069386 0.422 -0.900 1.270 -0.83
F 1.167733 -0.855177 -1.843540 -0.027 -0.596 -0.679 -0.53
S -0.814570 0.619321 0.811716 -2.671 2.780 4.851 2.43
O -2.184716 0.714992 0.439589 0.575 -0.588 -0.455 -0.87
O -0.091520 1.810546 1.149289 -0.028 -0.515 -1.262 -0.87
F -0.877420 -0.030754 2.305428 0.042 -1.021 -0.194 -0.55
```
Forces are in eV/Å.

Results
Calculated total energy ... -69429.44386 eV
Relative energy (zero: lowest compared OMol25 entry of this formula, charge and spin) ... 2.0924 eV
Kohn-Sham gap ... 0.33462 Ha
Total charge ... +1
LUMO level ... -0.1806 Eh

***

Record 5
Molecular formula: F2KNO4S2
Method: DFT, ωB97M-V with the def2-TZVPD basis set

Geometry as XYZ:
```
10
Properties=species:S:1:pos:R:3:forces:R:3:mulliken_charge:R:1
K 0.915097 3.022543 0.928343 -0.130 4.761 -0.804 1.03
N -0.400693 -1.269547 0.395113 5.255 2.579 1.246 -0.26
S -1.140643 -0.409097 -0.638687 -6.889 -0.127 -5.806 1.10
O -0.732483 -0.224407 -2.049557 0.481 0.287 3.203 -0.55
O -1.949623 0.654313 -0.054027 1.474 -0.197 -0.306 -0.61
F -2.236823 -1.574547 -0.922017 0.162 0.411 0.628 -0.31
S 0.978117 -0.130037 0.434353 2.966 -5.745 0.577 1.14
O 0.884447 1.029173 1.272913 -0.927 -3.082 0.182 -0.75
O 1.721917 -0.138777 -0.817657 -1.217 1.056 2.238 -0.51
F 1.960687 -0.959617 1.451223 -1.174 0.058 -1.158 -0.28
```
Forces are in eV/Å.

Results
Calculated total energy ... -53108.08379 eV
Relative energy (zero: lowest compared OMol25 entry of this formula, charge and spin) ... 2.8650 eV
Kohn-Sham gap ... 0.32027 Ha
Total charge ... 0
LUMO level ... -0.0434 Eh

***

Record 6
Molecular formula: F2KNO4S2
Method: DFT, ωB97M-V with the def2-TZVPD basis set

Geometry as XYZ:
```
10
Properties=species:S:1:pos:R:3:forces:R:3:nbo_charge:R:1
K 3.316559 3.186255 -1.951524 -0.275 -0.286 0.184 1.00
N 0.060809 0.653945 0.199756 -1.710 -1.661 -0.917 -1.10
S 0.575639 -0.711115 0.749006 4.009 -2.985 5.388 2.39
O 1.400439 -1.552805 -0.049204 0.026 0.303 -1.266 -0.93
O -0.292421 -1.434295 1.679856 0.467 1.441 -1.524 -0.90
F 1.746599 -0.136225 1.773056 -0.805 0.414 -0.584 -0.55
S -1.348781 -0.065285 -0.331904 -5.734 6.250 0.739 2.40
O -2.509311 0.170875 0.541216 2.694 -1.085 -1.048 -0.89
O -1.270551 -1.169775 -1.167174 0.774 -2.931 -0.890 -0.89
F -1.678981 1.058425 -1.443084 0.554 0.538 -0.081 -0.54
```
Forces are in eV/Å.

Results
Calculated total energy ... -53108.00529 eV
Relative energy (zero: lowest compared OMol25 entry of this formula, charge and spin) ... 2.9435 eV
Kohn-Sham gap ... 0.23914 Ha
Total charge ... 0
LUMO level ... -0.0905 Eh

***

Record 7
Molecular formula: F2Li3Sr3
Method: DFT, ωB97M-V with the def2-TZVPD basis set

Geometry as XYZ:
```
8
Properties=species:S:1:pos:R:3:forces:R:3:mulliken_charge:R:1
Sr 2.516875 -1.769825 0.062990 3.583 -2.255 -0.636 1.99
Sr 1.798405 2.006115 1.182170 -1.119 4.754 0.638 1.87
Sr -0.047455 0.415315 -2.967910 -0.333 2.688 -2.947 2.00
Li -1.768645 -1.864985 -1.123910 -1.946 -1.687 -0.917 0.97
Li -0.204305 -1.733865 1.770040 -0.602 -1.159 2.290 0.91
Li -2.074625 0.065435 1.141080 -2.069 2.519 0.856 0.98
F -0.443805 2.808315 0.207990 1.960 -2.540 0.474 -0.64
F 0.223555 0.073495 -0.272450 0.526 -2.319 0.241 -1.07
```
Forces are in eV/Å.

Results
Calculated total energy ... -8442.24967 eV
Kohn-Sham gap ... 0.15764 Ha
Total charge ... +7
LUMO level ... -1.0809 Eh

***

Record 8
Molecular formula: F2NO3S
Method: DFT, ωB97M-V with the def2-TZVPD basis set

Geometry as XYZ:
```
7
Properties=species:S:1:pos:R:3:forces:R:3:nbo_charge:R:1
N 0.808603 -0.409540 -0.679566 1.477 3.089 1.027 0.13
O -0.471299 0.230982 1.480213 -0.016 -0.113 -0.302 -0.97
O -1.560988 -0.949211 -0.368659 0.430 0.089 -0.036 -0.99
O -1.019242 1.419415 -0.591793 0.421 -0.350 -0.098 -0.97
F 1.177138 -1.398384 0.122163 0.537 -0.481 0.212 -0.19
F 1.803002 0.938636 -0.027590 -1.536 -2.630 -1.333 -0.44
S -0.737215 0.168101 0.065229 -1.315 0.396 0.529 2.43
```
Forces are in eV/Å.

Results
Calculated total energy ... -23900.35981 eV
Relative energy (zero: lowest compared OMol25 entry of this formula, charge and spin) ... 1.0321 eV
Kohn-Sham gap ... 0.33112 Ha
Total charge ... -1
LUMO level ... 0.1166 Eh

***

Record 9
Molecular formula: F2O3S
Method: DFT, ωB97M-V with the def2-TZVPD basis set

Geometry as XYZ:
```
6
Properties=species:S:1:pos:R:3:forces:R:3:nbo_charge:R:1
O 0.072501 -1.753888 -0.513849 -0.789 0.733 0.233 -0.84
O -1.411641 0.290112 -0.511648 2.044 -1.482 -1.657 -0.29
O 1.347912 0.113783 -0.310696 0.648 0.490 -0.670 -0.32
F -2.004871 0.925002 0.523704 -1.059 1.296 1.760 -0.12
F 2.077895 0.961082 0.562276 -0.870 -0.034 0.103 -0.11
S -0.081798 -0.536090 0.250212 0.027 -1.003 0.231 1.67
```
Forces are in eV/Å.

Results
Calculated total energy ... -22404.04698 eV
Relative energy (zero: lowest compared OMol25 entry of this formula, charge and spin) ... 3.4863 eV
Kohn-Sham gap ... 0.41316 Ha
Total charge ... 0
LUMO level ... -0.0220 Eh

***

Record 10
Molecular formula: F2OS
Method: DFT, ωB97M-V with the def2-TZVPD basis set

Geometry as XYZ:
```
4
Properties=species:S:1:pos:R:3:forces:R:3:nbo_charge:R:1
O 1.041512 -0.836434 -1.419612 0.717 5.628 5.416 -0.61
F -0.479519 0.074549 0.769615 6.024 -2.172 1.753 0.00
F -1.736170 0.272328 0.771673 -8.051 1.562 -0.296 0.03
S 1.174177 0.489557 -0.121676 1.310 -5.019 -6.873 0.58
```
Forces are in eV/Å.

Results
Calculated total energy ... -18306.87054 eV
Relative energy (zero: lowest compared OMol25 entry of this formula, charge and spin) ... 9.3833 eV
Kohn-Sham gap ... 0.25062 Ha
Total charge ... 0
LUMO level ... -0.1059 Eh

***

total charge of number 8 (F2NO3S)?
-1

***

The lowest total charge belongs to which entry?
F2NO3S